(1)
Computed, not measured: C6H12 in the gas phase, with ωB97M-V/def2-TZVPD.

Output
frontier orbital gap = 12.19 eV
energy above the lowest of the compared OMol25 structures with the same formula, charge and spin = 37.4 kJ/mol
LUMO = 0.046 Ha
DFT total energy = -235.803960 a.u.

ORCA input file:
```
! wB97M-V def2-TZVPD RIJCOSX def2/J DEFGRID3
* xyz 0 1
C 1.668 -0.329 0.940
C 0.890 0.033 -0.318
C -0.023 1.245 0.103
C -1.328 0.528 0.446
C -1.426 -0.352 -0.799
C -0.088 -1.087 -0.800
H 0.950 -0.532 1.745
H 2.259 0.535 1.259
H 2.331 -1.193 0.834
H 1.576 0.284 -1.137
H -0.237 1.973 -0.684
H 0.440 1.825 0.912
H -1.175 -0.059 1.366
H -2.206 1.165 0.599
H -2.331 -0.940 -0.932
H -1.358 0.345 -1.645
H -0.100 -1.936 -0.104
H 0.158 -1.504 -1.785
*
```



(2)
Computed, not measured: C6H12 in the gas phase, with ωB97M-V/def2-TZVPD.

Output
frontier orbital gap = 11.43 eV
energy above the lowest of the compared OMol25 structures with the same formula, charge and spin = 104.6 kJ/mol
LUMO = 0.047 Ha
DFT total energy = -235.778382 a.u.

ORCA input file:
```
! wB97M-V def2-TZVPD RIJCOSX def2/J DEFGRID3
* xyz 0 1
C -0.382 1.119 1.653
C 0.612 1.517 0.566
C 0.478 0.719 -0.738
C 0.512 -0.789 -0.589
C -0.269 -1.662 -1.531
C -0.673 -1.570 -0.086
H -0.369 0.039 1.813
H -1.406 1.397 1.379
H -0.147 1.601 2.607
H 0.482 2.581 0.334
H 1.633 1.418 0.957
H 1.298 1.017 -1.405
H -0.449 1.011 -1.250
H 1.480 -1.187 -0.288
H -0.907 -1.162 -2.256
H 0.176 -2.589 -1.883
H -0.482 -2.427 0.556
H -1.586 -1.032 0.161
*
```



(3)
Computed, not measured: C6H12 in the gas phase, with ωB97M-V/def2-TZVPD.

Output
frontier orbital gap = 11.33 eV
energy above the lowest of the compared OMol25 structures with the same formula, charge and spin = 104.2 kJ/mol
LUMO = 0.048 Ha
DFT total energy = -235.778524 a.u.

ORCA input file:
```
! wB97M-V def2-TZVPD RIJCOSX def2/J DEFGRID3
* xyz 0 1
C -0.948 1.440 -2.047
C -0.957 0.258 -1.042
C -0.050 0.552 0.133
C 0.019 -0.600 1.120
C 1.227 -0.701 2.015
C 1.046 -1.680 0.908
H -1.527 1.212 -2.952
H -1.399 2.319 -1.592
H 0.063 1.666 -2.364
H -1.982 0.110 -0.686
H -0.646 -0.665 -1.554
H -0.460 1.480 0.604
H 0.973 0.775 -0.173
H -0.938 -0.906 1.553
H 1.094 -0.977 3.036
H 1.980 0.068 1.850
H 0.799 -2.730 1.140
H 1.706 -1.620 0.050
*
```



(4)
Computed, not measured: C6H12 in the gas phase, with ωB97M-V/def2-TZVPD.

Output
frontier orbital gap = 11.01 eV
energy above the lowest of the compared OMol25 structures with the same formula, charge and spin = 118.9 kJ/mol
LUMO = 0.044 Ha
DFT total energy = -235.772929 a.u.

ORCA input file:
```
! wB97M-V def2-TZVPD RIJCOSX def2/J DEFGRID3
* xyz 0 1
C -0.494 1.653 0.866
C -0.961 1.116 -0.485
C -0.232 -0.095 -1.045
C 1.252 -0.219 -1.263
C 0.565 -1.136 -0.286
C 0.960 -1.140 1.182
H -1.238 2.345 1.270
H -0.400 0.843 1.590
H 0.468 2.178 0.816
H -0.953 1.923 -1.236
H -2.017 0.832 -0.380
H -0.821 -0.539 -1.848
H 1.898 0.541 -0.826
H 1.625 -0.620 -2.203
H 0.384 -2.146 -0.648
H 1.762 -1.875 1.327
H 0.125 -1.431 1.832
H 1.349 -0.181 1.539
*
```



(5)
Computed, not measured: C6H12 in the gas phase, with ωB97M-V/def2-TZVPD.

Output
frontier orbital gap = 9.92 eV
energy above the lowest of the compared OMol25 structures with the same formula, charge and spin = 208.1 kJ/mol
LUMO = 0.039 Ha
DFT total energy = -235.738955 a.u.

ORCA input file:
```
! wB97M-V def2-TZVPD RIJCOSX def2/J DEFGRID3
* xyz 0 1
C -1.158 -1.121 1.103
C -0.406 -0.753 0.034
C -0.917 -0.873 -1.383
C 1.113 -0.646 0.163
C 1.451 0.827 0.247
C -0.040 1.694 0.232
H -2.242 -1.107 1.065
H -0.700 -1.367 2.056
H -1.875 -0.357 -1.490
H -0.227 -0.422 -2.102
H -1.050 -1.928 -1.641
H 1.458 -1.166 1.062
H 1.595 -1.110 -0.705
H 2.023 1.170 -0.617
H 1.928 1.095 1.191
H -0.371 1.753 1.271
H -0.892 1.616 -0.444
H 0.309 2.694 -0.041
*
```



(6)
Computed, not measured: 2 unconnected molecules or ions with the total composition C6H12, with ωB97M-V/def2-TZVPD.

Output
frontier orbital gap = 9.18 eV
energy above the lowest of the compared OMol25 structures with the same formula, charge and spin = 390.2 kJ/mol
LUMO = 0.045 Ha
DFT total energy = -235.669605 a.u.

ORCA input file:
```
! wB97M-V def2-TZVPD RIJCOSX def2/J DEFGRID3
* xyz 0 1
C -1.201 0.605 1.970
C -0.714 0.543 0.559
C -0.780 -0.579 -0.156
C -0.549 -0.738 -1.594
H -1.361 -0.404 2.365
H -2.157 1.139 2.022
H -0.502 1.122 2.636
H -0.493 1.486 0.059
H -1.067 -1.522 0.306
H -1.697 -0.683 -1.354
H -0.240 -1.725 -1.956
H -0.386 0.079 -2.294
C 1.874 0.098 -1.113
C 1.742 0.129 0.216
H 2.089 -0.819 -1.653
H 1.933 1.014 -1.693
H 1.712 -0.784 0.805
H 1.833 1.049 0.788
*
```



(7)
Computed, not measured: 2 unconnected molecules or ions with the total composition C6H12, with ωB97M-V/def2-TZVPD.

Output
frontier orbital gap = 8.61 eV
energy above the lowest of the compared OMol25 structures with the same formula, charge and spin = 474.6 kJ/mol
LUMO = -0.008 Ha
DFT total energy = -235.637445 a.u.

ORCA input file:
```
! wB97M-V def2-TZVPD RIJCOSX def2/J DEFGRID3
* xyz 0 1
C 1.797 0.906 -0.613
C 1.279 -0.261 0.224
C 0.425 -1.236 -0.571
C -0.707 -1.982 0.030
C -0.971 -0.950 -1.029
C -1.885 1.408 0.662
H 2.376 0.550 -1.472
H 0.969 1.511 -0.997
H 2.450 1.554 -0.017
H 0.697 0.114 1.075
H 2.120 -0.821 0.653
H 0.965 -1.723 -1.389
H -1.017 -1.690 1.036
H -0.941 -3.017 -0.211
H -1.812 0.743 -0.208
H -2.256 0.848 1.524
H -2.584 2.210 0.415
H -0.904 1.835 0.889
*
```



(8)
Computed, not measured: a gas-phase ion, C6H12 (charge +1), with ωB97M-V/def2-TZVPD.

Output
frontier orbital gap (spin up / spin down) = 10.44 / 6.62 eV
<S²> = 0.75
energy above the lowest of the compared OMol25 structures with the same formula, charge and spin = 196.8 kJ/mol
LUMO (spin up / spin down) = -0.187 / -0.328 Ha
DFT total energy = -235.405510 a.u.

ORCA input file:
```
! wB97M-V def2-TZVPD RIJCOSX def2/J DEFGRID3
* xyz 1 2
C 1.746 -0.897 -0.764
C 0.270 -1.143 -0.939
C -0.465 -0.971 0.418
C -0.251 0.346 1.083
C -1.667 2.095 0.238
C -0.445 1.512 0.285
H 2.326 -1.104 -1.716
H 2.011 0.146 -0.417
H 2.307 -1.556 -0.036
H 0.147 -2.234 -1.101
H -0.207 -0.473 -1.618
H -1.587 -0.960 0.216
H -0.355 -1.825 1.112
H -0.872 0.561 1.974
H 0.812 0.355 1.338
H -2.234 1.968 1.145
H -1.858 2.551 -0.736
H 0.323 1.627 -0.482
*
```



(9)
Computed, not measured: a molecular structure, C6H12Ag3BBr6F4, with ωB97M-V/def2-TZVPD.

Output
frontier orbital gap = 3.06 eV
energy above the lowest of the compared OMol25 structures with the same formula, charge and spin = 237.8 kJ/mol
LUMO = -0.400 Ha
DFT total energy = -16544.574740 a.u.

ORCA input file:
```
! wB97M-V def2-TZVPD RIJCOSX def2/J DEFGRID3
* xyz 2 1
Ag 3.576 -18.983 -1.854
Ag 1.225 -18.281 0.690
Ag 0.124 -19.177 -2.833
B 1.405 -21.372 -1.617
F 2.720 -21.086 -1.639
F 0.795 -20.341 -0.917
F 0.959 -21.374 -2.944
F 1.047 -22.506 -0.875
Br -0.424 -27.243 -1.281
C -1.737 -25.949 -2.068
C -0.996 -24.926 -2.883
Br -2.347 -23.992 -4.032
H -2.281 -25.461 -1.260
H -2.510 -26.491 -2.615
H -0.423 -25.442 -3.654
H -0.351 -24.235 -2.340
Br 4.418 -21.852 -5.424
C 2.573 -22.660 -5.227
C 2.468 -23.833 -6.224
Br 0.572 -24.312 -6.420
H 1.793 -21.915 -5.382
H 2.396 -23.096 -4.244
H 3.059 -24.672 -5.855
H 2.835 -23.569 -7.215
Br 4.522 -23.999 2.197
C 2.885 -23.732 1.052
C 1.984 -22.831 1.899
Br 2.527 -20.932 1.920
H 2.345 -24.664 0.882
H 3.214 -23.281 0.116
H 1.999 -23.185 2.930
H 1.034 -22.759 1.370
*
```



(10)
Computed, not measured: a molecular structure, C6H12AlF3NO10S2, with ωB97M-V/def2-TZVPD.

Output
frontier orbital gap = 3.46 eV
energy above the lowest of the compared OMol25 structures with the same formula, charge and spin = 84.5 kJ/mol
LUMO = -0.406 Ha
DFT total energy = -2380.795747 a.u.

ORCA input file:
```
! wB97M-V def2-TZVPD RIJCOSX def2/J DEFGRID3
* xyz 1 1
Al 1.332 -2.255 -1.019
N 2.410 -0.296 -2.662
S 1.631 0.632 -3.643
O 1.871 0.367 -5.021
O 1.405 1.972 -3.221
F 0.211 -0.033 -3.440
S 3.892 0.528 -2.828
O 4.139 1.488 -1.815
O 4.475 0.701 -4.101
F 4.672 -0.719 -2.241
F -1.350 -2.042 -1.583
C 1.989 2.281 0.458
O 0.578 2.429 0.380
C -0.141 1.376 0.068
O 0.241 0.270 -0.261
O -1.409 1.739 0.152
C -2.389 0.846 -0.365
H 2.386 1.602 -0.292
H 2.243 1.842 1.426
H 2.487 3.235 0.332
H -3.304 0.956 0.211
H -2.150 -0.212 -0.203
H -2.508 0.982 -1.437
C -3.687 -2.466 2.658
O -2.449 -2.829 2.013
C -1.411 -2.040 1.931
O -0.410 -2.316 1.325
O -1.663 -0.887 2.581
C -0.529 -0.134 3.007
H -3.568 -2.543 3.733
H -4.453 -3.129 2.269
H -3.968 -1.466 2.336
H -0.037 -0.574 3.875
H -0.773 0.913 3.146
H 0.238 -0.215 2.231
*
```



Which of these has the highest DFT total energy? number 8



The highest DFT total energy belongs to which entry? number 8



energy above the lowest of the compared OMol25 structures with the same formula, charge and spin of number 4 (C6H12)? 118.9 kJ/mol